Computed, not measured: a cluster of 3 separate species, C22H36F16O3SSi in total, with the ωB97M-V functional and the def2-TZVPD basis.

XYZ file:
```
79
Properties=species:S:1:pos:R:3:forces:R:3
F 2.89267 1.66233 3.62229 0.336 -0.379 0.355
C 2.65396 0.67650 4.51427 0.290 -0.104 0.041
F 3.41936 -0.39282 4.18360 -0.051 0.120 0.013
C 1.18686 0.25404 4.48621 -0.361 0.038 -0.397
F 0.89136 -0.30913 3.29334 0.042 -0.164 0.183
F 1.05368 -0.71857 5.43476 0.094 0.019 0.138
C 0.14601 1.32960 4.81782 -0.292 -0.004 0.673
O -0.45129 1.97890 3.72260 0.143 -0.177 -0.269
C 0.18235 3.03257 3.13561 -0.043 0.056 0.258
F 1.23193 3.45233 3.87020 -0.212 0.349 -0.125
F -0.70088 4.04904 3.06201 0.027 0.136 -0.030
C 0.60028 2.69169 1.70752 0.113 -0.053 -0.455
F 1.40021 1.60198 1.69290 -0.246 0.237 -0.297
F 1.29870 3.72644 1.18724 -0.036 0.060 0.030
H 2.93671 1.01384 5.51580 -0.008 0.017 -0.038
H -0.67260 0.80388 5.29736 -0.041 -0.116 -0.014
H 0.51831 2.04277 5.55325 0.238 -0.026 -0.086
H -0.27998 2.49553 1.09026 -0.020 0.053 0.051
F -4.33160 -0.85255 6.87465 -0.392 0.051 0.651
C -4.88768 -1.75899 7.70972 -0.070 0.204 0.226
F -4.48548 -1.47950 8.97271 -0.025 0.011 -0.125
C -4.43834 -3.17489 7.35555 0.427 -0.133 -0.220
F -3.11113 -3.30351 7.56584 -0.155 -0.112 0.186
F -5.07626 -4.00318 8.22994 -0.156 0.045 0.031
C -4.78584 -3.67478 5.94830 -0.527 -0.492 -0.014
O -3.78053 -3.54220 4.97323 0.262 0.111 0.189
C -3.63048 -2.35087 4.32860 -0.233 -0.082 -0.094
F -4.66156 -1.52057 4.57809 0.065 0.000 -0.513
F -3.61471 -2.60379 3.00367 -0.007 0.095 -0.077
C -2.29494 -1.70158 4.68242 0.394 0.157 0.074
F -2.19371 -1.52212 6.01773 0.374 0.024 -0.433
F -2.22543 -0.48588 4.08994 -0.044 -0.025 -0.064
H -5.97770 -1.67855 7.66240 0.035 0.017 -0.026
H -4.93019 -4.74793 6.04582 0.073 -0.056 0.081
H -5.73447 -3.26596 5.60085 0.017 0.146 0.123
H -1.46367 -2.32260 4.34185 -0.043 0.001 -0.038
C 0.69034 2.51200 -1.92274 -0.356 0.124 -0.072
O -0.68162 2.67450 -2.18038 -0.275 -0.013 0.383
C -0.99660 2.58855 -3.54835 0.169 -0.243 -0.013
C -1.24496 1.15496 -4.02729 0.767 0.264 0.451
C -1.47376 0.18698 -2.89422 -0.579 -0.234 -0.653
C -1.79764 -1.22165 -3.39504 0.293 0.278 0.373
C -0.83532 -2.28347 -2.91235 0.176 0.525 -0.092
C 0.63125 -2.09740 -3.27847 -0.673 -0.690 -0.494
C 0.94319 -1.69095 -4.70784 0.619 0.583 0.243
C 2.04287 -0.63476 -4.72765 -0.249 -0.855 -0.239
C 2.77867 -0.52683 -6.05424 -0.179 1.485 0.567
C 3.11202 0.92958 -6.41151 0.408 -0.496 0.029
C 4.56002 1.30165 -6.11981 0.034 0.005 0.444
Si 4.86132 1.57980 -4.29436 0.138 -0.020 0.137
S 6.73724 2.59259 -3.99693 0.157 0.137 -0.477
H 1.17575 1.90513 -2.66416 0.296 -0.410 -0.534
H 0.81829 2.01993 -0.98140 0.047 -0.283 0.672
H 1.16852 3.47340 -1.88938 0.439 0.567 0.024
H -1.85101 3.21160 -3.71791 -0.618 0.353 0.012
H -0.17252 3.00840 -4.10410 0.295 0.367 -0.460
H -0.38181 0.83531 -4.58217 0.406 -0.266 -0.473
H -2.07892 1.11755 -4.69901 -0.560 0.074 -0.452
H -2.32217 0.56435 -2.36316 -0.479 0.195 0.736
H -0.64278 0.17362 -2.21794 0.504 0.021 0.417
H -2.76178 -1.49349 -3.01596 -0.744 -0.231 0.107
H -1.88576 -1.20937 -4.46697 0.003 -0.127 -0.599
H -1.19838 -3.24338 -3.21963 -0.141 -0.702 -0.334
H -0.88641 -2.27348 -1.83884 -0.075 -0.174 0.720
H 1.10099 -1.44364 -2.57545 0.268 0.756 0.396
H 1.09998 -3.05067 -3.12267 0.418 -0.561 0.308
H 0.08194 -1.33729 -5.24161 -0.539 0.233 -0.285
H 1.33486 -2.51168 -5.27317 0.024 -0.815 -0.315
H 2.73883 -0.94275 -3.97282 0.579 -0.005 0.574
H 1.63509 0.30349 -4.39988 -0.179 0.646 0.096
H 3.71591 -1.02977 -5.95767 0.565 -0.771 -0.196
H 2.21623 -0.95024 -6.85934 -0.423 -0.477 -0.434
H 2.48114 1.60094 -5.86230 -0.640 0.421 0.189
H 2.91439 1.08030 -7.45313 -0.092 0.230 -0.708
H 4.83151 2.17365 -6.68258 0.201 0.711 -0.216
H 5.21384 0.52048 -6.46822 0.406 -0.417 -0.171
H 4.91037 0.28080 -3.58939 -0.079 0.050 0.106
H 3.77020 2.42854 -3.76732 -0.087 -0.093 0.083
H 6.96279 2.32121 -2.71099 -0.213 -0.168 0.163
```
Positions in Å, forces in eV/Å.

HOMO level   -9.4 eV
SMILES string   FC(F)C(F)(F)COC(F)(F)C(F)F.FC(F)C(F)(F)COC(F)(F)C(F)F.COCCCCCCCCCCC[SiH2]S
Net charge   0
Orbital gap   0.36761 Eh
E   -3371.1065 a.u.

Taken from the Mulliken analysis, the atomic charges in e are:
1. F -0.2071
2. C -0.0183
3. F -0.2819
4. C 1.1003
5. F -0.2803
6. F -0.3513
7. C -0.8723
8. O -0.3113
9. C 0.7159
10. F -0.2864
11. F -0.3056
12. C 0.2295
13. F -0.2582
14. F -0.2891
15. H 0.3104
16. H 0.3683
17. H 0.3711
18. H 0.3702
19. F -0.1861
20. C 0.0766
21. F -0.2765
22. C 0.8589
23. F -0.2556
24. F -0.3315
25. C -0.7052
26. O -0.4028
27. C 0.6987
28. F -0.2713
29. F -0.2991
30. C 0.3407
31. F -0.2679
32. F -0.2887
33. H 0.2875
34. H 0.3999
35. H 0.3347
36. H 0.2963
37. C 0.0922
38. O -0.3700
39. C -0.8794
40. C -0.3345
41. C -0.0872
42. C -1.0403
43. C -1.1988
44. C -1.0298
45. C -0.8068
46. C 0.0590
47. C -0.8577
48. C -0.6431
49. C -1.0216
50. Si 0.4437
51. S -0.3744
52. H -0.2470
53. H -0.0114
54. H 0.3654
55. H 0.3987
56. H 0.3459
57. H -0.2204
58. H 0.5663
59. H 0.6083
60. H 0.0621
61. H 0.4206
62. H 0.4617
63. H 0.4649
64. H 0.3135
65. H 0.5059
66. H 0.5211
67. H 0.5799
68. H 0.6008
69. H 0.5536
70. H -0.6097
71. H 0.3279
72. H 0.5131
73. H 0.2883
74. H 0.3840
75. H 0.4835
76. H 0.4581
77. H -0.1050
78. H -0.1149
79. H 0.1212